Entry 1:
Here is C40H51BrN3O4Si2TcTe as an isolated structure from OMol25. Energies are from ωB97M-V/def2-TZVPD.

## Properties
LUMO (alpha / beta) ... -3.5737 / -4.3527 eV
DFT total energy ... -150252.77754 eV
Charge ... +1
HOMO-LUMO gap (alpha / beta) ... 6.897 / 6.335 eV
Multiplicity ... 4
Highest occupied orbital energy (alpha / beta) ... -10.47 / -10.69 eV

```
103
Properties=species:S:1:pos:R:3:lowdin_spin:R:1
H 5.16753 -1.86325 -2.86734 0.000
H 0.62081 4.00136 -3.30310 0.000
H 4.11576 2.65257 -5.35548 0.000
C -3.24169 1.11568 -3.42736 0.009
C -5.48819 -0.27625 0.48415 0.018
Tc -0.51680 -0.08490 -0.95392 2.390
H 6.42879 -2.73645 -2.00234 0.000
O -0.18769 4.32336 -0.70702 0.002
C 0.30927 -3.99561 1.57322 0.017
C 3.47951 -0.57257 -0.36218 0.002
H -2.86188 2.07530 4.76198 0.000
C -2.19707 0.00439 -3.52820 0.020
C 5.73652 -1.89460 -1.93584 0.000
H 1.09744 2.53780 3.30762 0.000
H 0.70375 -1.52884 2.65013 0.000
C -4.76471 -1.03911 -0.43822 0.005
O -0.11274 1.70762 -0.43720 0.157
N 0.46459 0.78225 1.60912 -0.005
H 2.91298 -3.57134 -1.48558 0.000
O -1.08794 0.12925 -2.76609 0.185
H -0.02812 -4.87668 1.03714 0.001
N 0.30376 -0.40886 0.97714 -0.010
H 4.16750 -4.50341 -0.67770 0.000
H -2.93587 1.92165 -1.57174 -0.001
C -7.48941 -1.51133 -0.03603 0.022
H -8.54450 -1.69087 0.12276 0.001
C -2.63343 -0.32522 2.38474 -0.004
H 3.79840 1.53188 -2.72141 0.001
H -2.62827 -1.40476 2.27347 0.000
H -7.28989 -3.03376 -1.53617 -0.001
H -0.47857 6.39196 0.68763 0.000
H 2.81493 3.62371 -6.04376 0.000
C 2.71025 1.54909 -2.63431 0.008
C 3.21088 3.21337 -5.11237 0.000
C 0.49432 3.22147 1.35263 0.000
N -3.03941 2.22245 -2.53076 0.001
C 0.56923 4.58474 3.35830 0.000
H -5.00668 0.51361 1.04080 0.001
H 0.77413 4.67253 4.41613 0.000
O -2.33607 -0.94227 -4.25216 0.014
H -3.04294 -1.38707 -1.64130 0.003
C 0.06092 4.33750 0.62843 0.000
C 0.39737 3.09383 -3.86799 0.000
C -0.13011 5.55464 1.27748 0.000
Si 4.62439 -2.07887 -0.45171 0.000
C 3.55108 -3.60551 -0.59845 0.000
C 5.61528 -2.12979 1.13176 0.000
H 0.72957 0.03703 -4.88855 0.000
H 2.58820 -2.92030 2.60852 0.000
H 3.49485 4.05353 -4.47517 0.000
C 0.75002 3.37532 2.71503 0.000
H -2.79921 -0.38749 4.51982 0.000
H -0.13647 3.38595 -4.77524 0.000
C -5.43917 -2.02286 -1.16824 0.019
H -2.76047 3.51069 2.74751 0.000
C -2.61316 1.86173 1.39244 -0.005
H 1.02282 0.74358 2.45142 -0.001
H -4.89463 -2.59981 -1.90738 0.001
H 2.86470 -0.59317 0.53939 0.000
H 4.97064 -2.20787 2.01089 0.000
H 1.15130 0.98255 -6.30883 0.000
C -3.33541 -0.86062 -0.73257 0.089
C -6.83802 -0.51416 0.67855 -0.002
H -7.38794 0.08809 1.38971 -0.001
C 1.98461 -4.70321 5.41907 0.002
H -2.55419 2.50475 0.52237 0.000
Br -0.45602 -2.79194 -0.83586 0.033
H -0.26530 2.46245 -3.27296 0.000
C 2.07149 -3.57615 3.30050 0.002
C 2.61143 -3.81829 4.55346 0.000
C 0.42489 -1.52060 1.60029 0.029
C -2.56176 0.47749 1.24563 -0.002
H 6.28651 -2.99122 1.14066 0.000
H -3.38275 1.47943 -4.44693 0.001
C 0.16274 -2.80568 0.98439 0.001
H -2.26406 2.81558 -2.78844 0.000
H 3.52988 -3.32835 4.84873 0.000
H -0.03121 6.63319 3.11607 0.000
C 1.51832 0.64900 -5.33521 0.000
C 0.73326 1.88778 0.67787 0.012
H 6.33414 -0.98247 -1.87159 0.000
H -4.17340 0.60414 -3.17251 0.001
C 0.12092 5.67922 2.62892 0.000
H 2.38633 0.01057 -5.51484 0.000
C 0.29495 -5.13414 3.76513 0.002
H 0.34825 -6.06448 5.68991 0.000
C -2.73622 0.24607 3.64387 0.000
H 2.91110 -3.72664 0.27958 0.000
H 2.43896 2.22093 -1.81834 0.000
Si 1.94007 2.13192 -4.28181 0.000
H 6.22763 -1.23296 1.24554 0.000
C -2.77934 1.62817 3.77997 -0.004
C -6.78689 -2.26532 -0.96453 -0.002
H 4.04869 0.35964 -0.35268 0.000
C -2.72818 2.43272 2.65040 0.001
H -0.60021 -5.65770 3.45250 0.000
C -2.38530 -0.16976 -0.07648 -0.039
C 0.82886 -5.36285 5.02176 0.000
H -0.22060 3.40286 -1.00905 0.000
C 0.89787 -4.21860 2.90178 0.001
Te 2.18984 -0.43388 -2.06994 0.020
H 1.77333 1.81864 0.31985 0.003
H 2.40637 -4.89317 6.39680 0.000
```

***

Entry 2:
Here is C40H51CoF2N6O3S as an isolated structure from OMol25. Energies are from ωB97M-V/def2-TZVPD.

## Properties
LUMO (alpha / beta) ... -3.1872 / -3.1872 eV
DFT total energy ... -111283.79548 eV
Charge ... +1
HOMO-LUMO gap (alpha / beta) ... 5.271 / 5.332 eV
Multiplicity ... 4
Highest occupied orbital energy (alpha / beta) ... -8.46 / -8.52 eV

```
104
Properties=species:S:1:pos:R:3:lowdin_spin:R:1
S -0.26156 -2.85867 -1.45547 0.037
C 1.25553 3.44432 -2.04233 0.000
H 6.69762 7.19490 -2.85429 0.000
H -0.95787 -4.09534 0.75066 0.000
N 0.06069 3.85499 -2.60525 0.001
C -1.44527 -4.62454 3.38729 0.004
H -2.43695 3.47399 1.57199 0.000
H 5.85790 7.71804 -0.68099 0.000
C 6.03084 4.25150 -1.37569 0.000
H -2.32331 -6.55545 -0.12974 0.000
C 3.63561 2.54007 -0.96642 0.000
C -1.48126 5.81747 -2.31187 0.000
C -0.90367 -4.43395 -1.18004 0.009
N -1.18792 -4.80675 0.06508 0.004
N -1.04293 -5.21204 -2.26308 0.006
H 0.21490 7.20290 -1.90206 0.000
H -4.02349 -3.77987 -0.24360 0.000
H -2.10543 5.14466 -1.73905 0.000
H -4.35462 -0.52478 1.61382 0.000
H 6.12738 3.44360 -2.09727 0.000
C -1.68753 -2.22947 1.96811 0.006
C -2.12003 1.37811 1.47493 0.007
C 2.36611 4.29189 -1.97735 0.000
H 2.77718 -1.91783 1.35003 0.000
C -0.43088 -2.63612 2.45482 0.004
H -1.73336 3.27408 -3.47424 0.000
H -2.31873 1.28922 5.26396 0.000
H -4.59668 -1.23395 3.21242 0.000
H -2.39083 -5.76503 1.42150 0.000
H 2.16971 -3.46506 1.94054 0.000
H -0.88467 -6.96515 -3.31077 0.000
H -1.36023 -5.54165 3.95751 0.000
H -0.05968 -6.44774 1.93343 0.000
C -2.38713 2.54360 3.53004 0.009
C -4.78344 -1.37275 2.14672 0.000
H -2.01970 6.53620 -2.91184 0.000
N 6.13583 6.49544 -2.37211 0.000
Co -1.49247 -0.85655 -0.61460 2.693
H 6.32375 3.86647 -0.39725 0.000
H -3.55428 -4.82799 3.08284 0.000
C -4.21172 -2.70086 1.64307 0.001
H 2.29551 5.29850 -2.36928 0.000
H -5.86360 -1.35700 1.98648 0.000
C -1.71734 -6.05211 0.61353 0.000
C -2.93975 -6.76312 -2.71951 0.000
H 1.51178 -2.76849 0.44911 0.000
H 0.08158 5.79906 -0.74195 0.000
H 4.54078 7.76779 -1.86668 0.000
C -2.82185 -3.03718 2.16930 0.003
C 4.53368 5.96093 -0.59912 0.000
H 0.52743 -0.89978 1.70280 0.000
H -1.05487 -7.86608 1.57731 0.000
H 2.23496 -0.65570 3.44577 0.000
C 0.21505 1.21930 -1.63616 0.004
H -0.84517 -4.69468 -3.10559 0.001
C 5.23674 7.11720 -1.34123 0.000
O -2.61888 1.16324 -3.94709 0.007
F 4.78538 2.10433 -0.40161 0.000
H -2.55010 3.45933 4.08103 0.001
C 3.56225 3.85586 -1.44165 0.000
C -1.98939 0.12427 2.07677 0.006
C -2.06900 0.14381 3.48022 0.008
C -2.31866 2.55946 2.14006 -0.001
C 1.36647 2.12974 -1.57699 0.002
C -0.89216 2.92716 -2.88779 0.001
N 4.66417 4.75894 -1.41260 0.000
H 1.76487 -2.18716 4.18489 0.000
C -0.62202 -6.95976 1.15147 0.000
H 0.10949 5.60052 -3.84198 0.000
N -1.81377 -0.98870 1.28514 0.051
H -5.33860 -2.59747 -0.20308 0.000
C 1.39524 -1.33596 3.60700 0.000
H -3.18875 -7.81480 -2.86779 0.000
C -2.00487 0.74575 -2.97926 0.007
C -0.85801 1.63179 -2.48822 0.001
H -3.67741 -2.05530 -0.37661 0.004
H 7.74515 5.12119 -2.44937 0.000
O 0.25375 0.17094 -0.96803 0.043
H 5.51899 6.02930 -3.04446 0.000
C 2.57056 1.68861 -1.03602 0.000
H -3.22516 -6.21378 -3.61711 0.000
H -1.99547 -0.79087 4.02083 0.000
C 0.81563 -1.78863 2.26327 0.000
F -2.05826 1.40336 0.09604 0.022
C 1.87799 -2.53327 1.44904 0.000
C -4.31349 -2.79176 0.11796 0.007
H -4.85862 -3.48945 2.03877 0.000
C -0.16343 6.20697 -1.71381 0.000
H 7.44845 5.86193 -0.87234 0.000
H 4.98307 5.81906 0.39084 0.000
C -2.67655 -4.21807 2.89491 -0.001
H 0.07835 -7.24622 0.36496 0.000
C -0.21415 5.24938 -2.86915 0.000
C 6.97319 5.41961 -1.74507 0.000
C -1.44794 -6.60403 -2.45067 0.001
H -1.12094 -7.20079 -1.60326 0.000
C -0.32940 -3.83905 3.15257 0.000
H -3.54004 -6.37850 -1.89477 0.000
H 0.63520 -4.15388 3.53444 0.000
H 2.64132 0.67982 -0.64823 0.000
O -2.20857 -0.35534 -2.35952 0.047
H 3.48469 6.19980 -0.45232 0.000
H 0.64808 -0.81576 4.20717 0.000
C -2.26104 1.32591 4.18317 -0.001
```

***

Entry 3:
Here is C40H51FN6SW as an isolated structure from OMol25. Energies are from ωB97M-V/def2-TZVPD.

## Properties
LUMO (alpha / beta) ... -0.9818 / -0.9814 eV
DFT total energy ... -66629.40857 eV
HOMO-LUMO gap (alpha / beta) ... 5.306 / 5.309 eV
Highest occupied orbital energy (alpha / beta) ... -6.29 / -6.29 eV

```
100
Properties=species:S:1:pos:R:3:mulliken_charge:R:1
W 0.39824 0.00513 -0.10204 -0.423
C 5.51212 -0.83522 1.86743 -0.443
C 0.15267 -1.31438 -2.90827 0.332
H 0.95696 -3.99392 -0.88488 0.144
H -4.92313 2.16592 2.41530 0.347
C 0.43215 1.68940 2.80783 2.315
C 2.14575 -2.75865 -2.21500 2.846
H -0.46594 -3.62866 -5.96137 0.355
H 5.36069 0.17588 2.25006 0.239
H 4.48025 2.04968 -0.72335 0.290
C 6.35902 -0.80051 0.60427 -0.977
H 0.42429 0.03520 4.21687 0.343
C -1.69595 -1.66454 3.21772 -0.717
H 1.89478 1.00847 4.25252 0.486
C 0.80763 1.05201 4.14671 -1.749
C 1.08399 2.75336 -0.82959 0.516
H -1.89585 -4.71848 0.88661 0.493
C -1.73490 2.85559 3.26996 -0.580
N -1.18043 -0.23282 1.26490 1.282
H -0.15760 1.57900 -3.08868 0.075
H -0.24642 5.70549 -1.78107 0.443
H -3.60877 3.80751 3.70336 0.388
H -5.79930 1.31036 0.58037 0.431
C 0.98993 -2.42858 -3.13628 0.726
H -5.47664 0.09777 -0.65652 0.408
H -3.25565 -0.65485 -2.46026 0.560
C 1.03070 4.04629 -1.32516 -0.739
H -5.46100 -1.59074 1.25102 0.442
H 0.40413 1.63813 4.97697 0.359
S 1.61607 -1.63050 1.18962 -0.717
C -0.86628 -1.00485 -3.83191 0.731
C -1.82761 0.86003 1.91148 -0.996
C -1.07559 1.80270 2.64112 1.070
H -0.39498 1.53387 -4.83396 0.458
H -1.16194 3.57982 3.83783 0.377
C -0.91070 1.51506 -3.87157 -1.329
C -1.96181 -2.91517 3.75442 -1.147
H -2.22282 -5.01434 3.35203 0.404
H 7.33332 -0.35723 0.81827 0.349
H -2.30797 4.52270 -0.99001 0.551
C -1.21888 2.75146 -0.49268 -0.226
H 0.83302 3.54679 1.73139 0.282
H -2.06338 0.28872 -1.57596 -0.184
H -4.46735 1.54400 -0.55542 0.218
N 4.21861 -1.46913 1.65164 -0.165
C -3.22577 1.00424 1.81770 1.001
H 2.22416 -1.96060 -1.48558 -1.521
H 2.23884 2.84870 2.56006 0.401
C -1.47163 -1.47847 1.84939 0.835
N 0.34845 -0.55916 -1.75833 1.054
C 3.17471 -0.82007 1.09372 0.602
C -1.33691 4.04950 -0.95997 -0.966
H -3.38143 -0.54583 0.38216 -0.505
H 3.81067 3.54300 -0.05495 0.325
C -1.83480 -3.88174 1.57141 -0.666
H 0.82920 1.00630 2.05512 -1.062
H -2.12201 -3.01184 4.82141 0.421
H -2.39929 0.19590 -4.60282 0.711
C -2.02196 -4.03470 2.93762 -0.706
H 4.29881 -2.99326 -2.28700 0.421
H 3.95728 -2.23425 2.25054 0.263
H 3.47496 -3.62258 -3.71725 0.338
N 2.28407 0.90544 0.01029 0.642
C -4.06577 0.04742 0.98760 1.188
H -1.85124 -1.61464 -5.62187 0.391
C -0.19456 4.69483 -1.39616 -1.062
N -0.05187 2.11214 -0.44293 0.983
C -1.73741 0.23288 -3.73375 0.282
C -2.64084 0.24698 -2.50008 -1.243
H -1.67871 -0.79733 3.86541 0.427
C -3.11171 2.98694 3.19976 -1.556
H 1.93405 4.54677 -1.64135 0.487
C 2.36775 2.06116 -0.56653 1.036
H -1.55478 2.39763 -3.81181 0.393
F -1.46000 -2.50707 -0.28356 -0.134
H 3.65915 -1.87860 -3.50644 0.385
H 2.70003 -4.24136 -0.73511 0.388
C -1.06301 -1.85191 -4.91547 -1.074
C 0.74039 -3.25144 -4.22795 -0.768
C 1.89118 -4.05564 -1.44638 -1.324
H 1.82897 -4.91268 -2.12353 0.378
H 5.86836 -0.21072 -0.17195 0.181
H -3.30881 1.11174 -2.53661 0.525
H 0.99369 3.68703 3.48035 0.500
C -5.00296 0.79756 0.03538 -1.657
C -4.87484 -0.90747 1.87027 -1.561
C -3.84538 2.06072 2.47628 -0.416
N 3.41543 0.34752 0.54578 -1.319
C 3.66291 2.75981 -0.80479 -2.005
C -1.58230 -2.62736 1.05959 0.187
C -0.28305 -2.97858 -5.11443 -1.363
C 3.47072 -2.81667 -2.97908 -1.749
H -5.56902 -0.34704 2.50361 0.346
H 3.68047 3.22729 -1.78992 0.498
H 6.51652 -1.81174 0.22451 0.294
H 1.36702 -4.12315 -4.38550 0.339
H -2.07889 2.19021 -0.15600 -0.139
C 1.16156 3.02172 2.63052 -1.951
H -4.22717 -1.50233 2.51581 0.222
H 6.02338 -1.41295 2.63712 0.436
```

***

Entry 4:
Here is C40H51GeN4O2SeSn as an isolated structure in a non-equilibrium geometry from OMol25. Energies are from ωB97M-V/def2-TZVPD.

## Properties
LUMO ... -10.3197 eV
DFT total energy ... -180029.41759 eV
Charge ... +3
HOMO-LUMO gap ... 4.691 eV
Highest occupied orbital energy ... -15.01 eV

```
100
Properties=species:S:1:pos:R:3:mulliken_charge:R:1
H 6.86039 7.15252 9.87759 0.430
H 9.84490 17.61689 8.70544 0.281
C 18.10211 12.48065 10.17112 -0.090
C 9.78600 13.91543 13.25230 -0.699
H 17.77347 17.61023 6.94462 0.465
H 10.38143 9.94744 7.00383 0.374
C 16.31772 16.31802 8.04141 0.347
H 15.01593 13.54832 6.50750 0.191
H 13.75906 19.24662 7.73949 0.491
H 6.75747 9.89390 8.81576 0.422
H 19.69872 14.13420 8.75648 0.335
H 14.78427 8.86556 11.87242 0.550
H 20.30004 10.05825 11.30034 0.398
H 11.72252 11.12708 6.93713 0.248
C 10.59697 15.27142 10.88280 0.277
H 17.41826 12.20615 8.17947 0.146
H 16.66219 8.40089 10.35755 0.523
C 14.55142 18.48329 7.90887 -0.722
H 13.00632 7.00804 10.23450 0.217
C 9.13173 13.73552 12.05055 -0.558
C 15.95842 8.75750 9.60152 -1.565
H 14.76892 7.94765 3.56754 0.308
H 10.05052 9.38436 12.25339 0.376
H 8.24154 10.72377 8.43267 0.302
Ge 8.80142 8.75418 10.01200 0.774
C 11.27282 15.43676 12.09089 -0.198
H 9.53301 13.36871 14.12965 0.475
H 13.75107 11.59776 7.97433 0.495
C 7.87242 7.08367 9.56780 -1.266
C 10.93929 10.74176 7.56166 -0.797
C 14.44781 8.60375 9.84555 1.087
C 14.78080 8.75091 6.64768 -0.195
C 14.21006 9.62650 7.57337 -0.134
C 17.42038 12.68027 11.39916 0.059
C 14.19098 9.37734 11.12743 -1.467
H 19.80228 11.40046 9.31413 0.259
Sn 14.31669 14.30177 9.49936 1.155
H 8.34570 9.64157 12.39276 0.379
C 10.69882 17.39839 9.39527 -0.470
C 10.98943 15.89040 9.58632 -0.193
H 12.14826 16.05326 12.18548 0.514
H 16.18896 9.78936 9.38450 0.432
O 18.25342 15.00768 7.51411 -0.426
H 8.93083 7.98582 12.41255 0.367
N 16.73505 14.08982 8.91985 0.023
C 19.44400 10.75718 11.31849 -0.627
H 17.07908 11.89304 13.38527 0.401
H 19.39702 13.18739 7.25960 0.375
H 15.27798 13.10890 4.79510 0.435
H 14.95256 7.68224 6.93266 0.093
H 15.51491 10.88234 4.05283 0.345
N 12.45304 15.81795 9.32907 -0.100
C 17.78271 13.02958 8.83299 0.528
H 8.42687 6.26830 10.04408 0.405
H 11.10002 7.76779 9.93447 -0.069
H 14.65426 6.56865 10.70448 0.411
C 15.11246 9.16760 5.35284 0.684
C 15.16738 10.54999 5.07445 -1.054
C 14.17338 17.21838 8.32554 0.318
C 10.92180 14.74707 13.23705 -0.653
H 14.16860 6.65379 8.98051 0.266
C 15.87409 18.62438 7.38069 -0.420
C 16.73307 17.52818 7.38363 -0.535
H 8.35417 12.96663 11.95243 0.387
H 16.20659 8.22258 8.66117 0.314
C 7.71648 10.22176 9.21590 -1.175
H 10.22249 11.50009 7.90450 0.278
H 10.47571 15.33054 8.76866 0.480
H 11.54020 14.86696 14.12305 0.430
C 9.50468 14.34637 10.86942 -0.618
H 7.87854 6.92314 8.46622 0.372
N 13.65625 9.17783 8.71625 0.371
C 14.05301 7.13016 9.94743 -1.254
C 18.65106 10.87189 12.44674 -0.443
C 17.08041 15.08264 8.19790 0.163
O 11.87465 17.88900 8.70665 -0.400
H 15.65908 7.21062 4.90951 0.361
C 17.69638 11.88263 12.48518 -0.778
N 15.03567 16.14952 8.47950 0.134
C 14.63816 11.50233 6.00042 0.604
H 8.83903 14.31426 9.98849 0.440
H 7.45997 11.00681 9.94589 0.302
C 18.91660 13.76657 8.08355 -0.484
C 14.19423 10.99770 7.23152 -0.107
H 14.51954 10.41796 11.06169 0.172
H 10.70536 7.80411 8.16317 0.612
C 10.61252 8.35586 9.13696 -0.778
H 18.86374 10.28342 13.36515 0.429
H 13.62785 13.30265 5.40851 0.334
H 10.63068 17.96587 10.30848 0.376
H 16.81140 13.61105 11.51415 0.351
H 16.46286 8.34464 3.83497 0.388
Se 11.71781 9.95313 9.16335 0.537
C 14.63270 12.96199 5.66871 -1.407
C 15.51574 8.16790 4.36034 -1.448
C 9.10818 8.97312 11.93788 -1.216
H 16.25650 19.62451 7.05395 0.460
C 12.84328 16.94376 8.80508 0.346
C 19.13605 11.52041 10.20722 -0.486
H 13.09605 9.37004 11.45385 0.232
```

***

Look up the DFT total energy of the first one. -150252.77754 eV